1.
Below is a 2-piece molecular cluster, C5H8O overall at a distorted geometry, with properties calculated with ωB97M-V/def2-TZVPD.

Geometry as XYZ:
```
14
Properties=species:S:1:pos:R:3:forces:R:3:lowdin_charge:R:1
C 2.062105 -0.540302 -0.015483 0.03 -0.06 0.02 -0.111
C 0.772599 0.166885 -0.312693 -0.18 -0.09 -0.08 -0.218
C -0.397530 -0.434482 -0.518218 0.19 0.07 -0.01 -0.208
C -1.683562 0.274411 -0.827458 -0.03 0.06 -0.01 -0.123
C -0.721644 1.166980 2.398301 -1.00 -0.87 0.35 0.014
O -1.546532 0.426850 2.649163 0.98 0.89 -0.28 0.020
H 2.499220 -0.185884 0.925916 -0.06 -0.04 -0.13 0.070
H 1.913326 -1.622355 0.063116 0.01 0.16 -0.02 0.071
H 2.804351 -0.354876 -0.801765 -0.11 -0.01 0.12 0.071
H 0.818062 1.256728 -0.363110 -0.03 -0.15 0.00 0.102
H -2.051622 0.003680 -1.824575 0.04 0.03 0.15 0.071
H -0.444668 -1.524199 -0.465139 0.03 0.14 0.00 0.105
H -1.555510 1.362108 -0.797651 0.00 -0.16 -0.01 0.073
H -2.468592 0.004457 -0.110406 0.11 0.02 -0.10 0.064
```
Forces are in eV/Å.

Properties
Electronic energy ... -270.523966 hartree
Lowest unoccupied orbital energy ... 1.2 eV
HOMO-LUMO gap ... 10.4266 eV
Relative energy (zero: lowest compared OMol25 entry of this formula, charge and spin) ... 21.3 kcal per mole
HOMO level ... -9.21 eV

***

2.
Below is a 2-piece molecular cluster, C5H6N2 overall at a distorted geometry, with properties calculated with ωB97M-V/def2-TZVPD.

Geometry as XYZ:
```
13
Properties=species:S:1:pos:R:3:forces:R:3:lowdin_charge:R:1
C -2.092367 -1.611700 -1.163385 0.46 -1.40 2.67 -0.113
C 0.283555 -0.504189 0.626667 -1.77 0.60 -0.82 -0.097
C -2.074383 -1.314287 0.180527 3.44 -0.89 -1.02 -0.044
C 1.432293 0.375887 0.180354 -2.51 0.43 1.86 -0.308
C 1.489005 1.862381 0.216368 -3.06 -0.96 0.39 -0.086
N -1.827415 -2.639971 -0.435505 -0.67 1.36 -0.47 0.157
N 1.111145 -0.352228 1.514257 0.50 -0.28 0.53 0.094
H -2.085404 -1.307036 -2.134203 -0.23 0.60 -2.58 0.083
H -2.683103 -1.090891 0.976543 -1.24 0.63 1.59 0.054
H 2.113199 -0.070175 -0.420198 2.23 -1.47 -1.64 0.060
H 2.435734 2.162022 0.530881 1.30 0.98 1.07 0.056
H 0.557668 2.282089 0.682975 1.35 -0.23 0.51 0.100
H 1.340073 2.208099 -0.755280 0.19 0.62 -2.10 0.044
```
Forces are in eV/Å.

Properties
Electronic energy ... -303.335865 hartree
Lowest unoccupied orbital energy (spin up / spin down) ... -0.6 / 0.1 eV
HOMO-LUMO gap (spin up / spin down) ... 7.0273 / 8.2820 eV
Relative energy (zero: lowest compared OMol25 entry of this formula, charge and spin) ... 188.4 kcal per mole
HOMO level (spin up / spin down) ... -7.65 / -8.14 eV

***

3.
Below is C48H31N13STi as an isolated structure at a distorted geometry, with properties calculated with ωB97M-V/def2-TZVPD.

Geometry as XYZ:
```
94
Properties=species:S:1:pos:R:3:forces:R:3:lowdin_charge:R:1
Ti 0.165106 0.393885 0.545441 0.97 -0.27 -0.32 1.184
C -3.801837 -4.127125 3.386183 -0.01 0.03 -0.01 -0.066
C -4.791036 -3.157475 3.197417 0.04 0.03 -0.02 -0.072
C -4.486539 -1.939732 2.608667 -0.07 -0.03 0.04 -0.002
C -3.174741 -1.733909 2.215257 -0.06 0.09 -0.02 -0.102
C -2.535104 -0.560267 1.615976 0.24 -0.22 -0.02 -0.260
N -1.229110 -0.777539 1.442818 -0.34 0.03 0.33 0.021
C -0.905249 -2.172026 1.846973 0.27 -0.12 -0.16 -0.640
N 0.127190 -2.295884 2.828653 -0.17 -0.02 -0.15 0.153
C 1.057315 -1.441427 2.916706 0.05 0.29 0.10 -0.300
C 2.220976 -1.686774 3.793900 -0.05 0.01 -0.09 -0.105
C 2.497121 -2.728093 4.661569 -0.01 -0.04 0.09 -0.004
C 3.736270 -2.723063 5.286873 -0.02 0.01 -0.01 -0.071
C 4.667234 -1.709486 5.037372 -0.03 0.01 -0.02 -0.073
C 4.382128 -0.677170 4.155849 0.01 0.05 0.05 -0.007
C 3.139609 -0.691780 3.542136 0.00 -0.01 -0.08 -0.109
C 2.542725 0.213847 2.548197 -0.02 0.07 0.03 -0.308
N 3.196704 1.233694 2.114675 -0.03 -0.03 -0.02 0.182
C 2.615628 2.149160 1.289444 -0.01 0.00 -0.26 -0.287
N 1.370801 2.080869 0.773775 -0.09 0.35 0.26 0.044
C 1.114623 3.287090 0.126750 0.32 0.08 0.03 -0.303
N -0.074073 3.709217 -0.284224 -0.43 -0.28 0.16 0.216
C -1.166569 3.041408 -0.088117 0.40 0.23 -0.03 -0.300
N -1.306910 1.751902 0.507440 -0.49 -0.03 0.01 0.051
C -2.644482 1.543984 0.716427 0.30 -0.13 0.09 -0.275
N -3.238327 0.504620 1.278197 -0.02 0.17 -0.07 0.198
C -3.398698 2.660722 0.191107 -0.15 0.14 -0.07 -0.117
C -4.773382 2.889017 0.131638 0.04 -0.06 0.05 -0.006
C -5.200374 4.056597 -0.464656 0.02 0.06 -0.03 -0.078
C -4.275007 4.983519 -0.982103 -0.05 -0.04 0.02 -0.070
C -2.914617 4.762214 -0.914422 0.03 -0.01 0.02 -0.012
C -2.484054 3.574594 -0.321283 -0.12 0.04 -0.01 -0.129
C 2.290519 4.087392 0.158149 -0.24 -0.13 0.00 -0.111
C 2.586171 5.367590 -0.335218 0.14 0.09 -0.02 -0.020
C 3.834526 5.879783 -0.077366 -0.11 -0.02 -0.04 -0.089
C 4.793378 5.154940 0.673256 0.02 -0.08 0.04 -0.096
C 4.508951 3.907976 1.173093 0.07 0.08 -0.05 -0.027
C 3.242140 3.367258 0.900468 0.05 -0.08 0.11 -0.120
N 1.268455 -0.238864 2.200010 0.00 -0.31 0.03 0.038
C -2.205609 -2.696543 2.383030 -0.01 -0.05 0.05 -0.192
C -2.492075 -3.908600 2.982308 0.00 -0.07 0.00 -0.023
H -4.064406 -5.065548 3.858560 0.00 0.01 -0.01 0.103
H -5.802997 -3.361083 3.521388 -0.01 0.00 0.01 0.102
H -5.230948 -1.168318 2.461231 0.00 -0.02 0.01 0.114
H 1.769363 -3.509908 4.836750 0.02 0.02 -0.01 0.116
H 3.991838 -3.518845 5.975050 0.00 0.01 0.00 0.102
H 5.626115 -1.735028 5.539606 -0.01 -0.01 0.00 0.102
H 5.090879 0.114655 3.950212 -0.01 -0.03 0.00 0.113
H -5.469375 2.166768 0.539359 0.03 0.01 -0.01 0.114
H -6.259628 4.266658 -0.538029 0.02 0.02 0.00 0.100
H -4.645534 5.891597 -1.442044 0.01 -0.01 0.01 0.102
H -2.196167 5.471959 -1.303789 -0.02 -0.01 -0.01 0.117
H 1.848249 5.923244 -0.899596 0.01 0.00 0.01 0.110
H 4.093150 6.864868 -0.446778 0.01 -0.02 0.01 0.097
H 5.762044 5.600520 0.860821 -0.01 0.01 -0.01 0.095
H 5.231576 3.352625 1.758687 -0.03 0.02 -0.01 0.107
H -1.721404 -4.655176 3.127359 -0.02 0.03 0.00 0.116
C 2.874729 0.026006 -1.571247 0.01 0.04 0.05 -0.085
N 2.358793 -0.522997 -0.313057 -0.37 0.01 -0.09 -0.065
C 1.991984 -1.951736 -0.316498 0.11 0.18 -0.07 -0.132
C 0.557216 -2.115143 -0.815828 -0.44 -0.58 0.57 -0.645
N -0.147674 -0.912887 -0.861684 -0.07 0.08 -0.51 -0.108
C -1.114968 -1.060011 -1.864835 0.05 0.07 0.17 -0.216
C -2.219916 -0.297602 -2.183291 -0.01 0.05 0.02 -0.010
C -2.999457 -0.686499 -3.273415 0.02 -0.01 0.00 -0.083
C -2.672815 -1.806236 -4.023332 0.01 0.02 0.02 -0.096
C -1.548378 -2.573315 -3.709967 0.00 -0.02 -0.05 -0.020
C -0.790002 -2.182652 -2.631067 0.08 -0.10 0.02 -0.215
N 0.405560 -2.706126 -2.108069 0.16 0.05 -0.25 0.083
C 1.975280 0.987784 -2.290322 -0.02 -0.12 -0.03 -0.285
N 0.758316 1.329686 -1.992394 -0.14 0.26 0.10 0.161
C 0.348248 2.180075 -3.025957 -0.02 -0.08 0.06 -0.190
C -0.881329 2.783916 -3.274316 -0.09 0.02 0.01 -0.010
C -1.004421 3.565469 -4.406232 0.01 -0.01 0.00 -0.076
C 0.067389 3.747969 -5.292857 0.02 -0.02 0.03 -0.091
C 1.286366 3.134440 -5.076516 -0.03 0.02 -0.02 -0.021
C 1.392666 2.348386 -3.935812 0.12 -0.04 0.01 -0.182
N 2.423974 1.570167 -3.439752 0.02 0.01 -0.04 0.171
H 3.117653 -0.782403 -2.266699 0.02 -0.05 -0.04 0.131
H 3.805703 0.556155 -1.357636 0.05 0.00 0.01 0.137
H 3.070591 -0.384502 0.392320 -0.05 0.08 0.07 0.097
H 2.085340 -2.324677 0.698853 0.01 0.01 0.05 0.101
H 2.654517 -2.546933 -0.949911 0.04 -0.01 -0.05 0.127
H -2.485800 0.575024 -1.602234 0.00 -0.02 -0.02 0.092
H -3.875777 -0.104924 -3.530571 0.02 -0.01 0.01 0.102
H -3.294996 -2.090540 -4.861832 0.01 -0.01 0.01 0.098
H -1.287302 -3.446661 -4.295676 0.00 0.03 0.02 0.109
H 0.600702 -3.691285 -2.199244 -0.09 -0.03 0.03 0.135
H -1.721267 2.641677 -2.608389 0.06 0.01 -0.04 0.094
H -1.952314 4.044691 -4.615931 0.02 0.00 0.00 0.102
H -0.065714 4.371059 -6.167795 0.00 -0.01 0.01 0.100
H 2.111736 3.255174 -5.766535 -0.01 0.00 0.01 0.108
H 3.341546 1.465396 -3.835014 -0.01 0.00 -0.01 0.164
S -0.485810 -3.303257 0.411891 0.08 0.31 0.00 0.994
```
Forces are in eV/Å.

Properties
Electronic energy ... -3807.506315 hartree
Lowest unoccupied orbital energy (spin up / spin down) ... -1.0 / -1.0 eV
HOMO-LUMO gap (spin up / spin down) ... 4.9333 / 4.9275 eV
Relative energy (zero: lowest compared OMol25 entry of this formula, charge and spin) ... 3.6 kcal per mole
HOMO level (spin up / spin down) ... -5.98 / -5.98 eV

***

4.
Below is C4H3N as an isolated structure at a distorted geometry, with properties calculated with ωB97M-V/def2-TZVPD.

Geometry as XYZ:
```
8
Properties=species:S:1:pos:R:3:forces:R:3:lowdin_charge:R:1
C -2.319084 -0.251289 0.484496 6.53 -0.60 6.96 -0.244
C 1.467360 0.708101 -0.000864 -1.33 0.92 1.46 -0.025
C 1.302380 -0.451603 -0.584647 -0.50 -0.89 -1.12 -0.075
C 0.438017 -0.214447 0.517802 2.76 1.06 -0.65 0.027
N -3.071801 -0.162996 -0.325701 -3.96 0.44 -4.25 -0.013
H 1.873010 1.742981 0.082091 -0.25 -1.29 -0.14 0.118
H 1.548371 -1.054109 -1.475315 -0.11 0.20 0.86 0.113
H -1.238251 -0.316637 1.302135 -3.15 0.17 -3.11 0.097
```
Forces are in eV/Å.

Properties
Electronic energy ... -208.751352 hartree
Lowest unoccupied orbital energy ... 0.4 eV
HOMO-LUMO gap ... 10.5717 eV
Relative energy (zero: lowest compared OMol25 entry of this formula, charge and spin) ... 94.4 kcal per mole
HOMO level ... -10.12 eV

***

Look up the electronic energy of the third one.
-3807.506315 hartree

***

Which of these has the lowest electronic energy?
C48H31N13STi

***

Which of these has the highest relative energy (zero: lowest compared OMol25 entry of this formula, charge and spin)?
C5H6N2

***

electronic energy of number 2 (C5H6N2)?
-303.335865 hartree